Molecular formula: CH2O2S
Method: DFT, wB97M-V/def2-TZVPD

Summary:
- Total charge: 0
- Orbital gap (alpha / beta): 8.0390 / 8.0376 eV
- Multiplicity: 1
- SMILES: C=S(=O)=O
- Highest occupied orbital energy (alpha / beta): -10.2 / -10.2 eV
- E_LUMO (alpha / beta): -2.2 / -2.2 eV

Geometry (Å):
C1 1.208 -0.003 0.441
S1 -0.916 -0.065 -0.172
O1 -1.589 -1.277 0.128
O2 -1.658 1.149 -0.055
H1 1.663 0.943 -0.084
H2 1.291 -0.747 -0.258

Okay, here come the Löwdin numbers, in e, for every atom: number 1, C, carries 0.0123; number 2, S, carries 0.8050; number 3, O, carries -0.3436; number 4, O, carries -0.3523; number 5, H, carries 0.0117; number 6, H, carries -0.1332


Molecular formula: C52H39N5O5PReS2
Method: DFT, wB97M-V/def2-TZVPD

Summary:
- Total charge: +2
- Orbital gap: 6.1593 eV
- Multiplicity: 1
- Highest occupied orbital energy: -12.5 eV
- E_LUMO: -6.3 eV

Geometry (Å):
Re1 0.115 0.006 0.442
S1 2.139 -5.363 5.433
N1 1.357 -3.972 5.660
C1 1.247 -3.397 4.466
C2 0.590 -2.129 4.196
C3 -0.003 -1.348 5.188
C4 -0.609 -0.172 4.817
C5 -0.641 0.196 3.476
N2 -0.092 -0.550 2.515
C6 0.546 -1.689 2.877
C7 1.200 -2.435 1.811
N3 1.183 -1.876 0.576
C8 1.765 -2.546 -0.424
C9 2.382 -3.777 -0.249
C10 2.413 -4.344 1.004
C11 1.816 -3.659 2.061
C12 1.824 -4.147 3.430
N4 2.369 -5.288 3.839
H1 0.023 -1.677 6.217
H2 -1.082 0.472 5.544
H3 -1.146 1.089 3.145
H4 1.765 -2.075 -1.394
H5 2.831 -4.267 -1.101
H6 2.887 -5.298 1.189
O1 -3.636 2.243 0.729
S2 -2.258 2.223 0.368
O2 -1.877 2.172 -1.021
O3 -1.542 1.105 1.124
C13 -1.435 3.615 1.077
C14 -2.129 4.621 1.714
C15 -1.417 5.692 2.252
C16 -0.036 5.737 2.153
C17 0.655 4.705 1.526
C18 -0.042 3.631 0.994
P1 0.813 2.274 0.169
C19 1.578 2.942 -1.308
C20 2.875 3.452 -1.257
C21 3.394 4.124 -2.354
C22 2.616 4.300 -3.489
C23 1.326 3.787 -3.540
C24 0.802 3.103 -2.456
C25 2.090 1.690 1.310
C26 2.036 1.931 2.691
C27 2.941 1.333 3.545
C28 3.915 0.473 3.041
C29 3.976 0.212 1.683
C30 3.067 0.813 0.821
H7 -3.207 4.575 1.769
H8 -1.948 6.496 2.742
H9 0.510 6.577 2.557
H10 1.736 4.752 1.451
H11 3.485 3.337 -0.368
H12 4.399 4.520 -2.315
H13 3.018 4.834 -4.338
H14 0.718 3.927 -4.423
H15 -0.220 2.745 -2.482
H16 1.271 2.581 3.097
H17 2.894 1.537 4.606
H18 4.629 0.016 3.712
H19 4.733 -0.452 1.287
H20 3.129 0.611 -0.241
C31 7.470 2.101 -3.138
C32 6.185 1.948 -3.904
C33 6.039 2.557 -5.143
C34 4.865 2.429 -5.869
C35 3.811 1.705 -5.347
C36 3.952 1.081 -4.113
N5 2.835 0.388 -3.540
C37 2.014 -0.459 -4.206
C38 2.422 -1.036 -5.433
C39 1.587 -1.852 -6.142
C40 0.287 -2.160 -5.694
C41 -0.120 -1.666 -4.494
C42 0.731 -0.835 -3.710
C43 0.289 -0.477 -2.408
O4 -0.960 -0.805 -2.082
O5 0.987 0.029 -1.482
C44 5.134 1.178 -3.383
C45 5.302 0.486 -2.060
H21 8.115 2.837 -3.612
H22 8.022 1.161 -3.092
H23 7.295 2.419 -2.110
H24 6.859 3.137 -5.545
H25 4.766 2.910 -6.832
H26 2.875 1.640 -5.882
H27 2.515 0.731 -2.646
H28 3.415 -0.826 -5.800
H29 1.944 -2.276 -7.071
H30 -0.359 -2.799 -6.275
H31 -1.093 -1.929 -4.108
H32 4.605 -0.345 -1.951
H33 5.152 1.179 -1.226
H34 6.310 0.086 -1.956
C46 -1.285 -0.628 -0.751
C47 -2.694 -0.909 -0.559
C48 -3.132 -1.309 0.709
C49 -4.471 -1.559 0.935
C50 -5.382 -1.386 -0.099
C51 -4.961 -0.984 -1.362
C52 -3.620 -0.755 -1.599
H35 -2.412 -1.422 1.508
H36 -4.810 -1.874 1.912
H37 -6.433 -1.564 0.082
H38 -5.683 -0.841 -2.151
H39 -3.294 -0.415 -2.571

Löwdin population analysis, charges in e, atoms 1 to 99: number 1, Re, carries 1.3803; number 2, S, carries 1.0997; number 3, N, carries -0.1933; number 4, C, carries -0.2988; number 5, C, carries -0.0624; number 6, C, carries 0.0510; number 7, C, carries 0.0110; number 8, C, carries -0.0760; number 9, N, carries -0.0123; number 10, C, carries -0.1235; number 11, C, carries -0.1186; number 12, N, carries 0.0089; number 13, C, carries -0.0536; number 14, C, carries 0.0111; number 15, C, carries 0.0554; number 16, C, carries -0.0591; number 17, C, carries -0.3000; number 18, N, carries -0.1947; number 19, H, carries 0.1361; number 20, H, carries 0.1285; number 21, H, carries 0.1167; number 22, H, carries 0.1120; number 23, H, carries 0.1285; number 24, H, carries 0.1375; number 25, O, carries -0.2271; number 26, S, carries 0.5247; number 27, O, carries -0.2935; number 28, O, carries -0.5428; number 29, C, carries -0.2603; number 30, C, carries -0.0165; number 31, C, carries -0.0261; number 32, C, carries -0.0379; number 33, C, carries -0.0646; number 34, C, carries -0.3044; number 35, P, carries 1.0597; number 36, C, carries -0.3355; number 37, C, carries -0.0780; number 38, C, carries -0.0519; number 39, C, carries -0.0502; number 40, C, carries -0.0438; number 41, C, carries -0.0716; number 42, C, carries -0.3659; number 43, C, carries -0.0789; number 44, C, carries -0.0463; number 45, C, carries -0.0397; number 46, C, carries -0.0538; number 47, C, carries -0.1211; number 48, H, carries 0.1261; number 49, H, carries 0.1217; number 50, H, carries 0.1191; number 51, H, carries 0.1203; number 52, H, carries 0.1090; number 53, H, carries 0.1189; number 54, H, carries 0.1188; number 55, H, carries 0.1196; number 56, H, carries 0.0985; number 57, H, carries 0.1131; number 58, H, carries 0.1201; number 59, H, carries 0.1194; number 60, H, carries 0.1179; number 61, H, carries 0.0782; number 62, C, carries -0.0369; number 63, C, carries -0.2230; number 64, C, carries -0.0278; number 65, C, carries -0.0566; number 66, C, carries -0.0453; number 67, C, carries -0.2035; number 68, N, carries 0.1344; number 69, C, carries -0.1551; number 70, C, carries -0.0026; number 71, C, carries -0.0263; number 72, C, carries -0.0547; number 73, C, carries 0.0000; number 74, C, carries -0.0609; number 75, C, carries -0.3715; number 76, O, carries 0.0638; number 77, O, carries -0.1682; number 78, C, carries -0.1665; number 79, C, carries -0.0302; number 80, H, carries 0.0836; number 81, H, carries 0.0916; number 82, H, carries 0.0833; number 83, H, carries 0.1184; number 84, H, carries 0.1145; number 85, H, carries 0.1234; number 86, H, carries 0.1043; number 87, H, carries 0.1211; number 88, H, carries 0.1230; number 89, H, carries 0.1159; number 90, H, carries 0.1246; number 91, H, carries 0.0718; number 92, H, carries 0.0755; number 93, H, carries 0.0852; number 94, C, carries -0.1872; number 95, C, carries -0.2187; number 96, C, carries -0.0293; number 97, C, carries -0.0420; number 98, C, carries -0.0321; number 99, C, carries -0.0357


Molecular formula: C26H46AsMoO3PS5Si3
Method: DFT, wB97M-V/def2-TZVPD

Summary:
- Total charge: +1
- Orbital gap (alpha / beta): 7.1210 / 6.7931 eV
- Multiplicity: 4
- Highest occupied orbital energy (alpha / beta): -10.3 / -10.7 eV
- E_LUMO (alpha / beta): -3.1 / -3.9 eV

Geometry (Å):
Mo1 0.187 -0.030 -0.652
C1 -0.472 -1.336 -5.773
C2 0.981 -0.942 -5.944
O1 1.804 -1.327 -4.813
P1 1.320 -1.126 -3.308
S1 -0.308 -1.843 -1.851
S2 1.268 0.823 -2.836
O2 2.550 -1.770 -2.521
C3 2.698 -3.196 -2.309
C4 3.487 -3.847 -3.424
H1 -1.028 -1.127 -6.686
H2 -0.933 -0.768 -4.960
H3 -0.560 -2.401 -5.554
H4 1.081 0.135 -6.085
H5 1.426 -1.445 -6.799
H6 1.711 -3.650 -2.197
H7 3.222 -3.281 -1.358
H8 3.019 -3.666 -4.390
H9 3.534 -4.923 -3.252
H10 4.503 -3.454 -3.454
O3 1.047 1.188 0.315
C5 2.025 2.206 0.506
C6 1.415 3.512 0.033
C7 1.969 4.752 -0.059
C8 1.061 5.728 -0.555
C9 -0.167 5.214 -0.820
S3 -0.234 3.540 -0.470
C10 3.251 1.790 -0.307
C11 3.653 0.501 -0.502
C12 4.827 0.398 -1.293
C13 5.292 1.613 -1.679
S4 4.302 2.886 -1.107
C14 2.385 2.274 1.978
C15 2.260 3.313 2.848
C16 2.757 3.009 4.148
C17 3.257 1.751 4.232
S5 3.152 0.921 2.735
H11 2.985 4.979 0.229
H12 1.323 6.764 -0.709
H13 -1.042 5.717 -1.199
H14 3.150 -0.356 -0.071
H15 5.289 -0.539 -1.564
H16 6.159 1.838 -2.278
H17 1.819 4.262 2.581
H18 2.741 3.704 4.974
H19 3.697 1.260 5.085
C18 -2.566 2.453 2.006
Si1 -2.218 0.777 2.770
C19 -0.789 0.872 3.970
C20 -3.735 0.111 3.670
As1 -1.672 -0.651 0.902
Si2 -1.095 -2.734 1.954
C21 0.679 -2.362 2.450
C22 -1.153 -4.190 0.780
C23 -2.207 -3.036 3.431
Si3 -3.654 -0.524 -0.456
C24 -3.329 0.989 -1.524
C25 -3.849 -2.022 -1.567
C26 -5.166 -0.296 0.625
H20 -2.674 3.221 2.774
H21 -3.489 2.434 1.423
H22 -1.752 2.751 1.342
H23 -0.985 1.657 4.704
H24 0.145 1.115 3.464
H25 -0.653 -0.066 4.513
H26 -4.590 0.776 3.537
H27 -3.537 0.040 4.741
H28 -4.026 -0.878 3.318
H29 1.271 -2.163 1.551
H30 1.149 -3.194 2.980
H31 0.734 -1.478 3.089
H32 -0.462 -4.050 -0.051
H33 -2.152 -4.348 0.369
H34 -0.861 -5.097 1.314
H35 -2.149 -2.220 4.151
H36 -1.909 -3.956 3.938
H37 -3.247 -3.149 3.120
H38 -2.381 0.878 -2.060
H39 -3.277 1.911 -0.941
H40 -4.117 1.106 -2.272
H41 -3.113 -1.998 -2.371
H42 -4.843 -2.017 -2.020
H43 -3.729 -2.962 -1.027
H44 -5.052 0.540 1.313
H45 -5.377 -1.191 1.213
H46 -6.033 -0.099 -0.008

Okay, here come the Löwdin numbers, in e, for every atom: number 1, Mo, carries 0.8054; number 2, C, carries -0.0878; number 3, C, carries -0.2482; number 4, O, carries -0.2839; number 5, P, carries 0.1770; number 6, S, carries 0.2295; number 7, S, carries 0.3782; number 8, O, carries -0.3793; number 9, C, carries -0.2778; number 10, C, carries -0.0608; number 11, H, carries 0.0900; number 12, H, carries 0.0579; number 13, H, carries 0.0866; number 14, H, carries 0.1176; number 15, H, carries 0.1251; number 16, H, carries 0.0735; number 17, H, carries 0.1234; number 18, H, carries 0.0709; number 19, H, carries 0.0868; number 20, H, carries 0.0854; number 21, O, carries -0.5149; number 22, C, carries -0.5237; number 23, C, carries -0.4668; number 24, C, carries -0.1534; number 25, C, carries -0.1566; number 26, C, carries -0.3734; number 27, S, carries 1.0391; number 28, C, carries -0.5142; number 29, C, carries -0.2063; number 30, C, carries -0.1714; number 31, C, carries -0.3848; number 32, S, carries 1.0850; number 33, C, carries -0.4498; number 34, C, carries -0.1032; number 35, C, carries -0.1677; number 36, C, carries -0.3936; number 37, S, carries 1.0625; number 38, H, carries 0.1072; number 39, H, carries 0.1109; number 40, H, carries 0.0729; number 41, H, carries 0.0943; number 42, H, carries 0.1077; number 43, H, carries 0.0719; number 44, H, carries 0.1159; number 45, H, carries 0.1074; number 46, H, carries 0.0708; number 47, C, carries -0.2187; number 48, Si, carries 0.3448; number 49, C, carries -0.1971; number 50, C, carries -0.2116; number 51, As, carries 0.7394; number 52, Si, carries 0.3169; number 53, C, carries -0.2208; number 54, C, carries -0.2140; number 55, C, carries -0.2078; number 56, Si, carries 0.3116; number 57, C, carries -0.2203; number 58, C, carries -0.2193; number 59, C, carries -0.2067; number 60, H, carries 0.0461; number 61, H, carries 0.0210; number 62, H, carries -0.0503; number 63, H, carries 0.0481; number 64, H, carries 0.0059; number 65, H, carries 0.0286; number 66, H, carries 0.0337; number 67, H, carries 0.0404; number 68, H, carries 0.0023; number 69, H, carries 0.0083; number 70, H, carries 0.0432; number 71, H, carries 0.0067; number 72, H, carries -0.0161; number 73, H, carries 0.0254; number 74, H, carries 0.0423; number 75, H, carries 0.0160; number 76, H, carries 0.0423; number 77, H, carries 0.0333; number 78, H, carries -0.0017; number 79, H, carries 0.0158; number 80, H, carries 0.0428; number 81, H, carries -0.0128; number 82, H, carries 0.0414; number 83, H, carries 0.0214; number 84, H, carries 0.0037; number 85, H, carries 0.0369; number 86, H, carries 0.0439


> Among the records above, which one has the highest total charge?

C52H39N5O5PReS2


> Which of these has the highest multiplicity?

C26H46AsMoO3PS5Si3


> The highest multiplicity belongs to which entry?

C26H46AsMoO3PS5Si3


> multiplicity of number 2 (C52H39N5O5PReS2)?

1